Entry 1:
The following is a DFT calculation (the ωB97M-V functional and the def2-TZVPD basis) of a structure of composition C24H24Br2N3O2P2RbSe.

For the HOMO-LUMO gap, the calculation gives 5.13 eV. The value obtained for the HOMO energy is -6.467 eV. Its electronic energy is -258505.4190 eV.

The geometry in ORCA input format:
```
! RIJCOSX wB97M-V def2-TZVPD def2/J DEFGRID3
* xyz 0 1
Rb 0.873 -0.594 0.565
C -1.315 1.646 3.846
P -0.536 1.959 2.219
C 0.264 3.577 2.549
C -1.955 2.512 1.176
C -3.166 2.875 1.771
C -4.244 3.309 1.020
C -4.129 3.402 -0.358
C -2.935 3.049 -0.960
C -1.843 2.593 -0.219
P -0.289 2.137 -1.095
C -0.913 1.247 -2.566
C 0.193 3.747 -1.824
H -1.795 2.518 4.293
H -0.530 1.311 4.527
H -2.043 0.838 3.763
H -0.441 4.313 2.940
H 0.699 3.964 1.628
H 1.073 3.442 3.269
H -3.279 2.816 2.844
H -5.170 3.574 1.514
H -4.961 3.743 -0.959
H -2.853 3.127 -2.037
H -1.597 1.829 -3.185
H -1.407 0.327 -2.250
H -0.059 0.958 -3.182
H -0.610 4.205 -2.405
H 1.055 3.595 -2.477
H 0.489 4.437 -1.033
Br -1.499 -4.204 -2.806
C -1.583 -4.384 -0.922
C -2.270 -5.482 -0.397
C -2.375 -5.669 0.952
Br -3.319 -7.178 1.607
C -1.782 -4.741 1.847
C -1.846 -4.858 3.254
C -1.247 -3.918 4.042
C -0.580 -2.851 3.415
N -0.498 -2.706 2.116
C -1.086 -3.630 1.312
C -0.960 -3.407 -0.136
O -0.334 -2.404 -0.578
H -2.722 -6.185 -1.084
H -2.372 -5.698 3.686
H -1.276 -3.977 5.122
H -0.097 -2.092 4.026
O 3.595 -0.024 0.890
N 4.210 -0.078 -0.096
Se 3.198 0.629 -1.751
C 4.586 0.066 -2.926
C 5.450 0.986 -3.506
C 6.447 0.514 -4.347
N 6.639 -0.774 -4.614
C 5.809 -1.644 -4.051
C 4.763 -1.281 -3.213
H 5.360 2.045 -3.310
H 7.137 1.212 -4.807
H 5.973 -2.690 -4.286
H 4.102 -2.035 -2.808
*
```



Entry 2:
The following is a DFT calculation (the ωB97M-V functional and the def2-TZVPD basis) of a structure of composition C24H24CaF4N5O5S.

For the HOMO-LUMO gap, the calculation gives 6.80 eV. The value obtained for the HOMO energy is -4.441 eV. Its electronic energy is -83113.9085 eV.

The geometry in ORCA input format:
```
! RIJCOSX wB97M-V def2-TZVPD def2/J DEFGRID3
* xyz -1 1
Ca -0.569 1.432 -0.016
C -3.313 -0.259 -0.384
N -3.000 1.005 0.281
C -3.784 2.084 -0.317
C -3.225 0.937 1.732
C -2.196 0.091 2.475
N -0.872 0.572 2.144
C 0.201 0.095 2.770
C 1.477 0.557 2.349
F 1.489 1.448 1.298
C 2.671 0.184 2.900
F 3.805 0.728 2.433
C 2.726 -0.719 3.951
C 1.510 -1.222 4.372
F 1.493 -2.136 5.369
C 0.302 -0.855 3.820
F -0.819 -1.430 4.335
H -4.383 -0.500 -0.288
H -2.726 -1.067 0.044
H -3.063 -0.179 -1.443
H -4.864 1.918 -0.184
H -3.568 2.140 -1.384
H -3.513 3.037 0.137
H -4.242 0.568 1.940
H -3.159 1.960 2.111
H -2.325 -0.970 2.218
H -2.434 0.177 3.541
H 3.658 -1.013 4.407
O -0.269 5.508 -4.844
C -0.430 4.742 -3.922
C -0.617 3.246 -4.025
O -0.687 2.603 -5.061
C -0.609 2.740 -2.655
C -0.527 3.815 -1.731
O -0.529 3.649 -0.462
C -0.409 5.092 -2.448
O -0.280 6.207 -1.978
O -0.645 1.507 -2.300
C 2.106 -3.938 0.922
C 0.587 -4.014 0.736
C -0.087 -4.528 2.015
C 0.248 -4.908 -0.461
C 0.071 -2.663 0.459
N -0.354 -1.621 0.238
H 2.483 -4.940 1.133
H 2.363 -3.284 1.752
H 2.590 -3.555 0.023
H 0.289 -5.527 2.239
H -1.170 -4.582 1.893
H 0.132 -3.875 2.860
H 0.624 -5.915 -0.270
H 0.712 -4.527 -1.370
H -0.830 -4.964 -0.617
S 2.862 -0.883 -0.887
C 2.642 0.214 -2.124
N 2.769 1.560 -1.834
C 2.679 2.541 -2.757
C 2.424 2.207 -4.046
C 2.224 0.833 -4.296
N 2.349 -0.121 -3.408
H 2.968 1.774 -0.866
H 2.802 3.555 -2.402
H 2.298 2.948 -4.818
H 1.944 0.518 -5.296
*
```



Entry 3:
The following is a DFT calculation (the ωB97M-V functional and the def2-TZVPD basis) of a structure of composition C24H24ClN6O13W in a non-equilibrium geometry.

For the HOMO-LUMO gap, the calculation gives 7.03 eV. The value obtained for the HOMO energy is -11.788 eV. Its electronic energy is -75166.4701 eV.

The geometry in ORCA input format:
```
! RIJCOSX wB97M-V def2-TZVPD def2/J DEFGRID3
* xyz 1 1
W -0.328 0.045 0.076
O 2.437 -2.814 1.731
C 1.514 -2.049 1.545
N 1.509 -0.961 0.684
C 2.755 -0.736 0.132
O 3.764 -1.367 0.372
C 2.793 0.507 -0.690
C 3.984 0.866 -1.325
C 4.041 2.082 -1.974
C 2.899 2.883 -1.995
C 1.750 2.428 -1.375
N 1.683 1.268 -0.710
C 0.275 -2.124 2.359
C 0.058 -3.220 3.197
C -1.065 -3.235 3.999
C -1.910 -2.124 3.971
C -1.614 -1.072 3.126
N -0.555 -1.057 2.302
H 4.819 0.181 -1.289
H 4.948 2.402 -2.463
H 2.904 3.838 -2.497
H 0.835 3.003 -1.398
H 0.776 -4.026 3.185
H -1.278 -4.074 4.644
H -2.788 -2.083 4.595
H -2.238 -0.187 3.111
O -2.043 0.777 1.106
C -3.214 0.435 0.688
C -3.588 -0.867 0.272
C -4.948 -1.229 0.208
C -5.304 -2.533 -0.059
C -4.348 -3.522 -0.326
C -3.012 -3.184 -0.324
C -2.601 -1.876 -0.029
O -1.326 -1.562 0.005
N -6.713 -2.895 -0.053
O -7.004 -4.010 -0.411
O -7.490 -2.050 0.325
H -3.998 1.190 0.786
H -5.719 -0.497 0.406
H -4.681 -4.527 -0.539
H -2.235 -3.900 -0.540
C -0.840 3.730 1.560
N 0.470 3.546 2.155
C 0.848 4.556 3.122
C 1.068 2.351 2.080
O 0.424 1.341 1.624
N 2.332 2.188 2.530
C 2.761 0.878 2.985
C 3.398 3.147 2.326
H -0.918 4.755 1.198
H -1.626 3.551 2.297
H -0.986 3.032 0.729
H -0.044 4.862 3.668
H 1.270 5.436 2.638
H 1.562 4.156 3.834
H 1.890 0.230 3.072
H 3.226 0.986 3.968
H 3.486 0.422 2.307
H 3.046 4.009 1.769
H 4.193 2.667 1.749
H 3.827 3.475 3.273
O -1.581 0.612 -1.307
O -0.830 1.632 -0.804
O 0.628 -2.842 -0.990
Cl 0.974 -2.050 -2.104
O 0.398 -2.500 -3.280
O 2.360 -1.866 -2.202
O 0.409 -0.696 -1.788
*
```



Entry 4:
The following is a DFT calculation (the ωB97M-V functional and the def2-TZVPD basis) of a cluster of 6 separate species, C24H24F6N2O18S2 in total in a non-equilibrium geometry.

The SMILES is CCCOc1ccc2nsnc2c1S(=O)(=O)F.O=C1OC[C@@H](F)O1.O=C1OC[C@@H](F)O1.O=C1OC[C@@H](F)O1.O=C1OC[C@@H](F)O1.O=C1OC[C@@H](F)O1. For the HOMO-LUMO gap, the calculation gives 7.41 eV. The value obtained for the HOMO energy is -9.564 eV. Its electronic energy is -103080.1821 eV.

The geometry in ORCA input format:
```
! RIJCOSX wB97M-V def2-TZVPD def2/J DEFGRID3
* xyz 0 1
C 7.692 -3.141 1.275
C 6.530 -2.252 0.539
C 6.077 -3.136 -0.744
O 4.901 -2.623 -1.433
C 3.726 -2.706 -0.637
C 2.998 -4.049 -0.226
C 1.681 -4.080 0.634
C 1.038 -2.717 1.096
N -0.184 -2.521 1.861
S -0.265 -0.804 1.980
N 1.114 -0.144 1.175
C 1.793 -1.358 0.700
C 3.132 -1.328 -0.153
S 3.972 0.279 -0.567
O 2.937 1.354 -0.707
O 4.955 0.595 0.549
F 4.872 0.204 -1.984
H 7.182 -4.143 1.549
H 7.993 -2.568 2.222
H 8.566 -3.341 0.564
H 6.946 -1.222 0.210
H 5.695 -2.094 1.304
H 6.955 -3.041 -1.497
H 6.023 -4.263 -0.493
H 3.470 -5.034 -0.571
H 1.213 -5.085 0.911
O -2.429 0.342 7.310
C -3.025 -0.081 6.362
O -4.379 -0.014 6.217
C -4.673 -0.499 4.914
C -3.483 -1.352 4.614
F -3.201 -1.347 3.289
O -2.434 -0.698 5.299
H -4.771 0.345 4.226
H -5.603 -1.067 4.907
H -3.567 -2.383 4.971
O -2.880 3.858 2.410
C -2.037 3.615 1.594
O -0.844 4.269 1.509
C -0.086 3.602 0.510
C -1.145 2.947 -0.311
F -0.699 1.781 -0.836
O -2.157 2.656 0.631
H 0.587 2.882 0.986
H 0.511 4.309 -0.069
H -1.553 3.580 -1.105
O 3.715 -4.025 -6.977
C 4.310 -3.249 -6.286
O 3.742 -2.536 -5.272
C 4.798 -1.843 -4.622
C 5.841 -1.773 -5.690
F 7.086 -1.803 -5.156
O 5.637 -2.965 -6.420
H 5.124 -2.416 -3.750
H 4.473 -0.855 -4.291
H 5.744 -0.911 -6.357
O -1.251 6.478 -1.768
C -2.117 6.290 -2.578
O -3.085 5.332 -2.462
C -3.980 5.527 -3.547
C -3.126 6.246 -4.542
F -3.865 7.098 -5.290
O -2.251 7.002 -3.731
H -4.832 6.126 -3.212
H -4.349 4.573 -3.927
H -2.545 5.588 -5.195
O -7.159 -2.742 3.718
C -7.645 -1.752 3.252
O -8.972 -1.609 2.974
C -9.159 -0.261 2.567
C -7.794 0.123 2.095
F -7.556 1.437 2.313
O -6.938 -0.632 2.929
H -9.492 0.334 3.423
H -9.908 -0.190 1.777
H -7.595 -0.121 1.047
*
```